(1)
Entry from the OMol25 dataset: a structure of composition C18H24Cl3GeN7RuS at a distorted geometry (the ωB97M-V functional and the def2-TZVPD basis).

The gap between HOMO and LUMO (alpha / beta) is 5.41 / 5.46 eV. As for the total energy: -136973.613 eV. Its relative energy (zero: lowest compared OMol25 entry of this formula, charge and spin) is 54.4 kcal/mol. The value obtained for the HOMO energy (alpha / beta) is -14.00 / -14.06 eV. The net charge is +2.

```
55
C18H24Cl3GeN7RuS (the ωB97M-V functional and the def2-TZVPD basis)
Ru -0.5132 0.7266 0.2585
Ge -2.4608 2.1773 -0.0975
Cl -3.8768 2.3601 -1.6220
Cl 0.3426 2.5850 -0.8414
Cl -2.4752 4.1009 0.7596
S -1.1672 -0.7199 1.9724
N -0.2286 1.7742 1.8949
N -0.0215 -1.3506 -0.4320
N -1.0629 0.3794 -2.0986
N 0.8957 3.2976 3.2307
N 0.4111 -2.2570 0.5009
N 0.2666 -2.8187 2.7206
N 2.0925 2.0501 1.6891
C 0.2184 -4.2818 -1.4834
C 2.2926 0.6957 1.2009
C 0.9079 2.3932 2.2588
C -1.2534 1.3305 -3.0169
C -2.2118 -4.9755 -2.6607
C -1.0326 -0.1973 -4.8286
C 2.0836 3.6029 4.0458
C -1.2701 -5.9514 -2.3709
C -1.2620 1.0850 -4.3809
C -0.3704 3.7986 3.7686
C -0.0549 -5.6017 -1.7921
C -0.4980 -1.8633 -1.5264
C -1.9296 -3.6458 -2.3926
C 2.9839 3.0888 1.1388
C -0.0645 -2.0162 1.7024
C -0.8425 -0.8677 -2.5464
C -0.7181 -3.2912 -1.7914
C -0.8093 -1.1930 -3.8885
H 3.2710 0.6382 0.7292
H 1.8663 3.3525 5.0836
H -0.1363 -2.6949 3.6329
H -1.4310 1.9036 -5.0671
H 4.0128 2.9048 1.4438
H -1.0128 1.8808 2.5201
H 1.1677 -4.0160 -1.0438
H -1.3912 2.3383 -2.6690
H -1.0501 4.0685 2.9647
H -1.0067 -0.4224 -5.8869
H 2.9351 3.0217 3.7157
H 2.2505 -0.0295 2.0131
H 2.6795 4.0668 1.4986
H 2.3185 4.6644 3.9856
H -1.4772 -6.9874 -2.6073
H -0.5776 -2.2037 -4.1896
H -3.1628 -5.2467 -3.0985
H 2.9270 3.0911 0.0525
H -0.1657 4.6911 4.3532
H 1.5807 0.3666 0.4182
H 0.8578 -3.6172 2.5524
H -0.8422 3.0650 4.4287
H 0.6847 -6.3636 -1.5851
H -2.6698 -2.8866 -2.6166
```

(2)
Entry from the OMol25 dataset: the ion C18H24F13N4 with charge +1 at a distorted geometry (the ωB97M-V functional and the def2-TZVPD basis).

The gap between HOMO and LUMO is 10.30 eV. As for the total energy: -60336.826 eV. The value obtained for the HOMO energy is -12.74 eV. The structure (SMILES) is CCCCNn1cc(CCC(F)(F)C(F)(F)C(F)(F)C(F)(F)C(F)(F)C(F)(F)F)[nH+]c1CCCN. The net charge is +1.

```
59
C18H24F13N4 (the ωB97M-V functional and the def2-TZVPD basis)
F -4.2462 -0.0475 3.2198
F -5.2076 -1.9163 1.4850
F -3.8613 -1.6419 -1.7430
F -3.6025 2.5265 2.6219
F -5.2298 -2.9986 -0.8275
F -6.8879 -0.5939 -0.2611
F -2.8740 0.2428 -0.0126
F -2.2747 -0.7464 2.7171
F -5.6285 0.2656 -1.8387
F -6.7152 -1.5526 -2.1718
F -2.2889 1.5234 3.9975
F -3.2325 -2.3483 0.7747
F -4.7687 0.8344 0.8060
N -0.6607 -0.5569 -2.7475
N 0.7530 1.8757 -0.0293
N 4.1604 1.1527 -0.2680
N 2.8364 1.3755 0.1257
C -4.2677 -1.4929 0.6344
C 3.8070 -1.3494 -0.4335
C -3.7869 -0.0616 0.9560
C 1.9048 2.1481 -2.1538
C -1.4433 2.0241 1.9048
C -0.1094 1.3938 2.3646
C 1.9019 1.7965 -0.6921
C 2.2364 1.1856 1.3709
C 4.2295 -0.0481 -1.1365
C 4.9205 -1.9271 0.4571
C -6.0462 -0.8565 -1.2493
C 0.9504 1.4858 1.2918
C 4.4058 -3.0151 1.4099
C -3.2131 0.1532 2.3749
C -2.6645 1.5692 2.6881
C 0.7679 -0.1285 -2.7186
C -4.8168 -1.7158 -0.8107
C 0.7962 1.3963 -2.9280
H 3.6175 -2.0773 -1.2308
H 4.7092 0.9592 0.5641
H 5.4009 -1.1374 1.0467
H 2.8924 2.0411 -2.5974
H 5.6558 -2.4003 -0.1979
H -1.3552 3.0987 2.0854
H 5.2554 -3.3293 2.0224
H 3.6031 0.0625 -2.0210
H 1.1793 -0.4437 -1.7470
H 4.0624 -3.9020 0.8751
H -0.1760 0.3400 2.6320
H -0.1777 1.8545 -2.7381
H -0.0976 2.1681 -0.4832
H 1.6670 3.2168 -2.2072
H 1.0012 1.5687 -3.9868
H 1.3249 -0.6273 -3.5114
H -1.5350 1.9197 0.8246
H -0.6413 -1.5716 -2.8396
H 2.7785 0.8223 2.2279
H 0.2637 1.9792 3.2044
H 3.6255 -2.6515 2.0826
H -1.0165 -0.4272 -1.8023
H 2.8669 -1.2554 0.1219
H 5.2513 -0.1597 -1.5026
```

(3)
Entry from the OMol25 dataset: a cluster of 8 separate species, C18H24F5N3O21 in total at a distorted geometry (the ωB97M-V functional and the def2-TZVPD basis).

The gap between HOMO and LUMO is 10.72 eV. As for the total energy: -80098.640 eV. Its relative energy (zero: lowest compared OMol25 entry of this formula, charge and spin) is 102.7 kcal/mol. The value obtained for the HOMO energy is -11.17 eV. The structure (SMILES) is O=C1OC[C@@H](F)O1.O=C1OC[C@@H](F)O1.O=C1OC[C@@H](F)O1.O=C1OC[C@@H](F)O1.O=C1OC[C@@H](F)O1.C[N+](=O)[O-].C[N+](=O)[O-].C[N+](=O)[O-].

```
71
C18H24F5N3O21 (the ωB97M-V functional and the def2-TZVPD basis)
F 3.4221 -5.7863 1.5426
F -6.8885 -1.7297 3.9817
F -1.1393 1.5993 5.8553
F 2.0456 -4.0235 -3.3975
F 1.2390 4.4700 -8.4432
O -7.0848 0.2632 6.3238
O 2.9869 4.1983 -6.3339
O 3.5330 -5.5201 -3.3331
O -2.7168 3.2430 5.6128
O 5.4110 -6.6586 -3.7035
O -1.2757 -0.8331 1.0135
O -1.5465 4.6682 4.6073
O 1.2026 -7.9575 2.5079
O 4.5328 2.7677 -0.4613
O -4.7149 4.2273 -0.6560
O -0.4833 -2.5224 -0.0604
O -6.5347 0.5371 4.1639
O 2.2218 2.4358 -5.2623
O -3.0017 5.4361 6.1226
O 5.2190 -4.4589 -4.1320
O 6.1275 1.7066 -1.5715
O 2.7614 -9.5826 3.2531
O -4.1491 2.2133 -0.3454
O 0.9010 3.9486 -6.2730
O 3.3826 -7.9247 1.9238
O -8.0059 2.0444 4.9761
N 5.5289 2.7265 -1.2244
N -5.0026 3.0701 -0.3752
N -0.6865 -1.3266 0.0656
C 4.2768 -3.4397 -4.0412
C 1.3995 -6.8890 1.6333
C 0.2701 -0.4053 -0.6515
C -1.7695 2.4614 5.0443
C -6.0705 -0.6511 6.0599
C 3.3294 -4.1477 -3.1027
C 1.1483 4.9907 -7.2618
C -0.8989 3.4748 4.3539
C -7.3057 1.0527 5.1102
C 5.8903 3.9590 -1.9042
C 2.4099 -8.6593 2.5185
C 2.8479 -6.8992 1.1660
C 4.7652 -5.6651 -3.7076
C 2.5367 5.3899 -6.8880
C -2.4600 4.5255 5.5721
C 2.0328 3.4509 -5.9008
C -6.4616 2.7099 -0.1613
C -6.1035 -0.7573 4.5021
H 3.4898 -3.7765 -2.0905
H 4.6499 -2.4506 -3.7752
H 0.4892 5.8555 -7.3383
H 0.6543 -6.9776 0.8428
H -2.2339 1.9672 4.1910
H 3.0849 5.7597 -7.7544
H 3.8321 -3.2860 -5.0244
H 0.2658 -0.7019 -1.7004
H 2.5464 6.2388 -6.2043
H 1.2912 -5.9240 2.1284
H 6.1475 4.6350 -1.0887
H 5.0211 4.2480 -2.4949
H -5.1158 -0.1935 6.3191
H -5.0935 -0.9715 4.1526
H 0.0217 3.5104 4.9365
H -6.8781 2.3093 -1.0855
H 6.7976 3.8270 -2.4938
H -6.9693 3.6431 0.0828
H 1.2743 -0.3984 -0.2278
H -0.1738 0.5891 -0.6991
H -6.1366 -1.5977 6.5964
H -6.4734 1.8769 0.5415
H -0.6025 3.0932 3.3769
H 2.9887 -7.0083 0.0906
```

(4)
Entry from the OMol25 dataset: a structure of composition C18H24FeN3O2 at a distorted geometry (the ωB97M-V functional and the def2-TZVPD basis).

The gap between HOMO and LUMO (alpha / beta) is 5.46 / 7.83 eV. As for the total energy: -61995.584 eV. The value obtained for the HOMO energy (alpha / beta) is -8.34 / -11.09 eV. Its multiplicity is 5. Its expectation value of S² is 6.08. The net charge is +1.

```
48
C18H24FeN3O2 (the ωB97M-V functional and the def2-TZVPD basis)
Fe 1.2754 0.7322 -0.5511
O -1.5303 0.9240 -1.5290
O 0.6464 3.3851 0.7124
N -1.1844 2.7371 5.3642
N -1.1236 0.5480 5.7475
N -2.8897 -1.3972 3.8322
C -3.8504 -2.6402 3.5422
C -1.7980 1.6850 6.0018
C -1.8432 -1.1669 2.8784
C 3.1983 0.5371 -0.9408
C -0.7866 -0.0180 3.2058
C -2.7371 -1.3193 5.3852
C -3.0915 -2.7262 5.8726
C 2.9677 0.2023 0.4161
C -2.5073 -1.0595 1.4477
C 1.0822 2.4254 0.2161
C -1.4870 -0.8198 6.0886
C 1.6359 -1.1789 -0.8979
C 1.9967 -0.8511 0.4556
C -4.0152 -3.3837 4.8486
C 2.3643 -0.3122 -1.7664
C -0.3958 0.7860 -1.3030
C -0.1610 2.2563 4.6959
C -0.2241 0.7321 4.6180
H 3.9108 1.2681 -1.3012
H -5.0503 -3.3113 5.1726
H -1.7267 -0.8170 7.1611
H -3.3163 -1.7980 1.2759
H -3.5648 -2.6265 6.8583
H 2.3322 -0.3254 -2.8460
H 0.9710 -1.9844 -1.1645
H -0.5926 -1.4538 5.9659
H -1.2681 -2.0822 2.9355
H -3.5472 -0.6546 3.6390
H 0.1274 -0.3971 2.7225
H -1.8143 -1.2256 0.5843
H -2.1630 -3.3124 5.9970
H -2.6926 1.7367 6.6417
H 0.5515 2.8677 4.1336
H -3.5508 -0.6092 5.6573
H 0.7449 0.2221 4.7848
H -1.0740 0.8629 2.6635
H 1.6558 -1.3724 1.3509
H -3.8006 -4.4416 4.7230
H -4.8126 -2.2117 3.2076
H 3.4648 0.6022 1.2830
H -3.4008 -3.2298 2.7447
H -2.9578 -0.0723 1.2627
```